{"formula": "C22H32AsN5RhTe", "method": "wB97M-V/def2-TZVPD", "spin_multiplicity": 5, "homo_lumo_gap_ev": [3.49, 5.03], "energy_ha": -3745.53406, "total_charge": -1, "s_squared": 6.07, "species": ["N", "C", "H", "H", "H", "H", "C", "As", "N", "H", "H", "H", "H", "H", "N", "C", "H", "H", "H", "C", "C", "H", "C", "H", "H", "H", "H", "N", "C", "H", "C", "C", "H", "H", "H", "N", "H", "C", "C", "H", "C", "H", "H", "Te", "C", "H", "C", "C", "H", "C", "C", "H", "H", "Rh", "C", "C", "H", "H", "C", "C", "H", "C"], "xyz": [[1.6364, -2.2110, -1.2534], [-1.5705, -4.4434, 1.2731], [0.1289, 2.6220, -3.0100], [-3.7668, -1.3903, 0.4732], [2.3285, -6.0441, -3.8680], [5.4563, 3.4967, -3.4023], [0.8411, -3.7014, -4.2731], [-1.3119, -1.4556, 1.0543], [0.7734, -3.0226, -2.9800], [-3.4478, -0.4866, 1.9653], [1.8572, -3.6417, -4.6518], [3.2819, 3.3978, -4.5750], [0.7406, 1.2991, -3.9759], [-0.7273, -1.5060, -3.2091], [0.6289, -1.4236, -1.5869], [-1.0460, -5.2609, -3.6946], [0.9665, -7.0775, -3.4102], [5.6934, 2.5256, -1.1393], [-1.4004, -6.2909, -3.7126], [-1.0111, -5.9730, 3.0690], [0.3754, -5.1654, -4.2413], [-1.7415, -4.6511, -4.2773], [4.6008, 3.0401, -2.9174], [3.4776, 0.2476, 0.3246], [0.4427, -1.6154, 2.8509], [-0.2893, -6.3383, 3.7892], [-3.5219, -2.2726, 2.0010], [1.3190, 1.3473, -1.0339], [2.2612, 2.4228, -2.9709], [-1.8298, -3.3319, -0.5369], [-2.8343, -5.0379, 1.2094], [-0.6446, -1.6154, 2.8772], [0.3299, -4.5069, 2.2625], [-4.1672, -6.5242, 1.9880], [-0.9909, -0.7386, 3.4237], [1.7615, -3.1584, -2.1023], [-0.1597, -3.4588, 0.0012], [1.3257, -6.0480, -3.4354], [-3.1836, -6.0765, 2.0624], [1.4125, -5.6814, -2.4144], [3.7717, 1.2984, 0.3622], [-1.0058, -2.5220, 3.3622], [4.7962, 1.3746, 0.7335], [-1.1834, 1.9775, 1.2742], [3.3738, 2.9887, -3.5729], [-2.5437, -7.3585, 3.6637], [2.3773, 1.8815, -1.6496], [0.1263, -1.8991, -2.6851], [3.0942, 1.7780, 1.0709], [4.7293, 2.4995, -1.6393], [-2.2745, -6.5469, 2.9992], [0.3774, -5.5057, -5.2821], [-3.5485, -4.6794, 0.4770], [-0.0984, 0.2113, -0.2926], [0.9429, 2.3314, -3.6753], [-3.2225, -1.4000, 1.4174], [-1.0776, -4.9118, -2.6598], [0.9323, 2.9632, -4.5668], [3.6513, 1.9157, -0.9943], [-0.6637, -4.9360, 2.2158], [0.2007, -3.1427, -4.9549], [-1.1878, -3.3411, 0.3489]], "forces_ev_per_a": [[0.90, -0.40, 0.46], [-0.01, -0.12, -0.24], [0.01, -0.03, 0.02], [0.01, 0.05, 0.01], [-0.01, -0.01, 0.01], [-0.01, -0.01, 0.01], [-0.44, -0.53, -0.14], [0.40, -0.28, -0.24], [0.58, -0.03, -1.43], [0.03, 0.04, -0.04], [0.16, 0.11, 0.12], [0.00, 0.01, 0.01], [-0.05, 0.00, 0.00], [0.06, 0.05, -0.07], [-0.36, 0.40, -0.31], [0.00, 0.09, -0.04], [-0.01, 0.00, 0.00], [-0.02, 0.01, -0.01], [-0.01, -0.02, 0.01], [0.00, 0.07, -0.05], [-0.04, 0.10, 0.29], [0.00, -0.02, 0.01], [0.09, 0.04, -0.03], [-0.05, 0.00, 0.03], [0.02, 0.06, -0.01], [0.00, 0.00, 0.00], [-0.05, 0.02, 0.04], [0.41, -0.36, -0.35], [0.28, 0.08, 0.02], [-0.03, 0.03, 0.04], [0.01, 0.03, 0.15], [-0.15, -0.25, 0.07], [0.02, 0.03, 0.02], [-0.01, 0.01, 0.01], [0.06, 0.04, -0.05], [0.44, -0.67, 0.37], [-0.01, 0.06, 0.15], [0.07, 0.08, -0.12], [0.03, 0.08, -0.04], [-0.02, -0.05, 0.08], [0.08, 0.05, 0.06], [-0.05, -0.03, 0.07], [0.00, 0.01, 0.00], [-0.41, 0.51, 0.30], [-0.17, -0.07, 0.01], [0.00, 0.01, 0.00], [-0.54, -0.19, 0.38], [-0.90, 0.03, 0.00], [-0.02, -0.04, 0.00], [-0.10, -0.09, 0.13], [0.00, -0.04, 0.03], [0.02, 0.06, -0.01], [0.00, 0.00, -0.02], [-0.05, 1.42, 0.26], [-0.02, 0.09, -0.03], [-0.12, -0.22, 0.09], [-0.03, -0.04, 0.01], [0.01, -0.04, 0.00], [0.14, 0.12, -0.27], [-0.04, -0.09, 0.03], [-0.02, 0.09, 0.05], [-0.08, -0.23, 0.16]]}

---

{"formula": "C22H32BFeN6O4S3SeSi", "method": "wB97M-V/def2-TZVPD", "spin_multiplicity": 6, "homo_lumo_gap_ev": [4.60, 6.74], "energy_ha": -6661.30595, "total_charge": -2, "s_squared": 8.78, "species": ["H", "B", "C", "H", "Si", "S", "H", "H", "C", "O", "O", "C", "H", "H", "C", "H", "C", "H", "H", "N", "C", "H", "O", "C", "N", "C", "C", "H", "C", "H", "H", "O", "C", "Se", "H", "H", "H", "H", "H", "N", "H", "C", "C", "H", "S", "N", "H", "C", "N", "C", "C", "H", "H", "C", "H", "H", "C", "H", "H", "C", "H", "H", "H", "C", "S", "H", "N", "H", "Fe", "C", "C"], "xyz": [[-6.9153, -0.0851, 0.8293], [3.3330, -0.8134, 3.5724], [1.2601, -0.7795, -5.4237], [2.8469, 4.6081, -1.6644], [1.1131, 3.9536, 0.0156], [0.3212, -0.0035, 2.1823], [-0.8137, -0.1200, -5.6183], [-1.1734, 4.9185, 0.0059], [2.1943, -1.2369, -4.4663], [-9.0091, -1.3806, 0.6256], [0.1404, -1.4708, -1.4849], [-3.9207, -1.1875, -0.3476], [2.4984, -1.8253, -2.4045], [4.9214, 2.8807, 1.1190], [-4.8491, -0.3828, 0.3137], [0.2247, 3.4801, 2.2869], [1.0406, -3.6860, 3.1466], [1.4818, 4.7249, 2.3672], [3.1012, -3.5593, 3.9257], [0.2550, -2.6714, 2.6496], [-0.4107, -0.7865, -3.6766], [3.4626, 0.7520, -1.5032], [-8.4701, -3.6582, -0.1084], [-1.0793, -2.8168, 2.0971], [3.6963, 0.1166, 2.3674], [4.3560, 1.1235, -1.0050], [2.7703, 4.6623, -0.5770], [4.2719, -1.5381, 3.8203], [4.1902, 1.3819, 2.5772], [1.5482, -0.5772, -6.4444], [-2.2955, 0.0366, -0.0773], [-8.8322, -1.8970, -1.7602], [-4.3916, -2.3247, -1.0125], [0.6347, 2.0321, -1.0056], [-6.0910, -3.5242, -1.5222], [0.0384, 6.2090, -0.0602], [4.4654, 2.1813, -1.2311], [3.5943, 4.0890, -0.1536], [-0.3534, 5.2675, -1.5137], [4.2125, 0.9724, 0.4288], [5.2265, 0.5689, -1.3586], [2.2090, -3.1190, 3.5213], [0.9428, -1.5095, 2.7223], [2.8921, 5.7051, -0.2710], [-8.4103, -2.2284, -0.4019], [-2.5561, -0.9159, -0.2851], [-1.2749, -3.8776, 1.9583], [-0.2186, 5.2133, -0.4326], [0.5086, -1.3359, -2.8021], [1.8289, -1.4905, -3.1802], [-6.6610, -1.8324, -0.3532], [-1.9764, -1.3117, -1.0129], [0.6985, -4.7045, 3.1769], [-0.0579, -0.5326, -4.9626], [3.0751, -0.0814, 4.4985], [-1.3842, -0.5885, -3.2564], [1.1951, 3.7824, 1.8895], [1.9175, 3.0138, 2.1646], [4.2500, 1.7931, 3.5682], [4.5232, 1.9185, 1.3814], [-4.5057, 0.4981, 0.8465], [3.2341, -1.3908, -4.7283], [-1.8204, -2.3876, 2.7707], [3.6953, -0.1178, 1.0453], [3.1007, -1.4939, 0.2211], [-3.6857, -2.9701, -1.5254], [2.1438, -1.7707, 3.2628], [-1.1599, -2.2964, 1.1449], [0.8424, -0.2630, -0.1652], [-6.1989, -0.7054, 0.3062], [-5.7413, -2.6346, -1.0128]], "forces_ev_per_a": [[-0.01, 0.00, -0.01], [-0.02, -0.05, -0.02], [0.00, -0.01, -0.04], [-0.02, 0.01, -0.02], [0.10, 0.01, 0.29], [-0.02, 0.16, 0.07], [0.01, 0.00, -0.02], [-0.02, -0.02, -0.01], [0.07, 0.00, 0.01], [0.03, -0.05, -0.05], [-0.02, -0.17, -0.14], [-0.12, -0.03, 0.05], [0.01, -0.01, 0.00], [0.03, 0.01, 0.02], [0.04, -0.01, -0.01], [-0.01, -0.04, -0.01], [0.02, -0.01, 0.03], [0.02, 0.01, 0.00], [0.00, -0.01, 0.02], [0.15, 0.03, -0.02], [0.06, -0.02, 0.04], [0.02, 0.02, 0.01], [0.00, 0.07, -0.01], [-0.05, 0.01, 0.01], [-0.05, 0.08, -0.05], [0.00, -0.03, -0.03], [-0.15, -0.05, 0.01], [0.07, 0.01, 0.02], [0.13, 0.06, -0.05], [0.01, 0.02, 0.00], [-0.07, 0.01, -0.02], [0.03, -0.01, 0.07], [0.03, 0.04, 0.02], [-0.10, 0.05, -0.47], [-0.02, 0.01, 0.00], [0.01, 0.02, 0.00], [0.02, 0.01, 0.00], [0.03, -0.01, 0.00], [0.02, 0.00, -0.02], [-0.08, 0.09, 0.06], [-0.01, -0.01, -0.01], [0.00, -0.07, -0.03], [-0.01, -0.06, 0.07], [-0.02, 0.02, 0.02], [-0.04, -0.03, 0.02], [0.07, -0.02, -0.05], [-0.02, 0.00, 0.00], [0.09, -0.09, 0.07], [-0.13, 0.12, 0.04], [-0.08, -0.04, 0.03], [-0.05, 0.08, -0.03], [0.04, 0.03, 0.02], [0.01, -0.01, -0.01], [-0.04, 0.02, 0.00], [-0.05, 0.02, 0.04], [-0.01, -0.01, 0.00], [-0.04, 0.13, -0.15], [0.00, -0.03, 0.02], [0.00, 0.01, 0.00], [0.01, -0.06, 0.07], [0.02, 0.00, -0.01], [-0.01, 0.00, -0.02], [0.00, -0.01, -0.01], [-0.01, -0.09, 0.08], [-0.08, -0.05, -0.11], [0.02, 0.01, 0.00], [-0.12, -0.01, 0.01], [-0.01, -0.02, 0.02], [0.37, 0.05, 0.22], [-0.04, 0.03, 0.06], [0.03, -0.11, -0.04]]}